Record 1
ORCA calculation (the ωB97M-V functional and the def2-TZVPD basis) on one molecule with the formula C8H16N2Si in a non-equilibrium geometry.

Summary:
Energy above the lowest of the compared OMol25 structures with the same formula, charge and spin = 2.353 eV
Orbital gap = 0.3383 Eh
Total energy = -19412.311 eV
HOMO = -0.31559 Ha
SMILES string = C/C(=C/C#N)N(C)[Si](C)(C)C

```
! RIJCOSX wB97M-V def2-TZVPD def2/J DEFGRID3
* xyz 0 1
C -1.579 0.374 1.592
C -1.370 0.660 0.177
C -2.097 1.532 -0.557
C -2.227 2.007 -1.849
N -2.414 2.672 -2.758
N -0.434 -0.188 -0.465
C -0.792 -0.591 -1.841
Si 1.118 -0.440 0.262
C 0.902 -1.894 1.470
C 1.843 1.006 1.231
C 2.122 -0.752 -1.269
H -2.047 1.224 2.083
H -2.312 -0.519 1.523
H -0.558 0.194 2.149
H -2.962 1.941 -0.016
H -1.823 -0.857 -2.024
H -0.488 0.173 -2.637
H -0.271 -1.552 -2.010
H 1.120 -2.871 1.114
H 1.567 -1.702 2.457
H -0.157 -1.792 1.838
H 1.120 1.672 1.493
H 2.085 0.559 2.224
H 2.660 1.620 0.793
H 1.792 0.020 -1.871
H 3.288 -0.849 -1.302
H 1.915 -1.646 -1.807
*
```

=====

Record 2
ORCA calculation (the ωB97M-V functional and the def2-TZVPD basis) on a 4-piece molecular cluster, CH7O5 overall in a non-equilibrium geometry.

Summary:
Energy above the lowest of the compared OMol25 structures with the same formula, charge and spin = 1.083 eV
Orbital gap = 0.3468 Eh
Total energy = -11389.803 eV
HOMO = -0.20636 Ha

```
! RIJCOSX wB97M-V def2-TZVPD def2/J DEFGRID3
* xyz -1 1
O -0.119 0.541 -0.757
C 0.135 -0.296 0.190
O 1.120 -0.341 0.969
H -0.729 -0.960 0.472
H 1.001 -3.410 2.001
H 1.060 -2.026 1.741
O 0.409 -2.707 2.163
H 0.632 2.420 -0.553
H 0.292 2.887 0.854
O 0.382 3.276 0.035
H -1.174 0.620 -2.971
H -1.257 0.027 -1.659
O -1.752 -0.031 -2.484
*
```

=====

Record 3
ORCA calculation (the ωB97M-V functional and the def2-TZVPD basis) on one molecule with the formula C17H22N4OS in a non-equilibrium geometry.

Summary:
Energy above the lowest of the compared OMol25 structures with the same formula, charge and spin = 1.291 eV
Orbital gap = 0.3282 Eh
Total energy = -36829.185 eV
HOMO = -0.30931 Ha
SMILES string = CC(C)(C)NC(=O)CSc1nnc(C2CC2)n1-c1ccccc1

```
! RIJCOSX wB97M-V def2-TZVPD def2/J DEFGRID3
* xyz 0 1
C 3.921 1.324 -0.109
C 3.636 0.154 0.836
C 2.911 0.648 2.087
C 4.929 -0.568 1.214
N 2.733 -0.785 0.168
C 2.979 -1.388 -1.000
O 4.050 -1.440 -1.566
C 1.786 -2.090 -1.659
S 0.227 -2.205 -0.736
C -0.328 -0.561 -0.890
N 0.393 0.465 -1.248
N -0.395 1.550 -1.204
C -1.583 1.191 -0.805
C -2.737 2.070 -0.642
C -2.555 3.369 0.104
C -2.737 3.386 -1.374
N -1.607 -0.168 -0.582
C -2.672 -0.967 -0.125
C -3.320 -0.633 1.059
C -4.372 -1.413 1.503
C -4.773 -2.522 0.777
C -4.121 -2.853 -0.399
C -3.072 -2.078 -0.857
H 4.456 0.967 -0.983
H 4.524 2.077 0.392
H 2.985 1.773 -0.436
H 3.548 1.332 2.640
H 1.999 1.174 1.813
H 2.657 -0.188 2.737
H 5.613 0.123 1.701
H 5.402 -0.962 0.320
H 4.719 -1.393 1.892
H 1.774 -0.755 0.479
H 1.577 -1.571 -2.595
H 2.067 -3.120 -1.883
H -3.678 1.546 -0.526
H -1.570 3.579 0.490
H -3.365 3.703 0.735
H -1.872 3.597 -1.982
H -3.674 3.734 -1.780
H -2.992 0.226 1.626
H -4.876 -1.155 2.423
H -5.593 -3.129 1.129
H -4.432 -3.717 -0.967
H -2.563 -2.326 -1.776
*
```

=====

Record 4
ORCA calculation (the ωB97M-V functional and the def2-TZVPD basis) on one molecule with the formula C5H8O2 in a non-equilibrium geometry.

Summary:
Energy above the lowest of the compared OMol25 structures with the same formula, charge and spin = 3.515 eV
Orbital gap = 0.3390 Eh
Total energy = -9406.317 eV
HOMO = -0.31417 Ha

```
! RIJCOSX wB97M-V def2-TZVPD def2/J DEFGRID3
* xyz 0 1
O -0.761 -0.344 2.492
C -0.890 -0.637 1.118
C -0.414 0.548 0.277
O 1.010 0.854 0.577
C 1.838 0.559 -0.411
C 1.032 -0.337 -1.343
C -0.254 0.463 -1.230
H 0.158 -0.087 2.648
H -0.359 -1.565 0.861
H -1.958 -0.810 0.942
H -0.971 1.427 0.605
H 0.116 1.477 -1.480
H 1.045 -1.319 -0.840
H 1.412 -0.471 -2.358
H -1.101 0.260 -1.877
*
```